[1]
Here is C19H35EuNO2P2 as an isolated structure in a non-equilibrium geometry from OMol25. Energies are from ωB97M-V/def2-TZVPD.

Properties
DFT total energy: -63752.296 eV
HOMO (alpha / beta): -2.99 / -5.51 eV
multiplicity: 8
ΔE to the lowest compared entry with this formula, charge and spin: 406.9 kJ/mol
Kohn-Sham gap (alpha / beta): 2.508 / 3.430 eV

Each line ends with the Mulliken charge.
CARTESIAN COORDINATES (ANGSTROEM)
P 3.997 2.546 -4.170  1.255
P 4.462 -0.648 -4.245  1.324
C 5.553 1.878 -4.969  -1.211
C 5.369 0.454 -5.479  -1.480
H 6.354 1.941 -4.215  0.443
H 5.811 2.557 -5.795  0.587
H 4.789 0.422 -6.415  0.425
H 6.344 -0.018 -5.661  0.516
C 5.972 -1.116 -3.288  -1.532
H 5.723 -1.931 -2.600  0.354
H 6.338 -0.259 -2.709  0.356
H 6.754 -1.440 -3.987  0.515
C 4.374 -2.084 -5.378  -1.481
H 5.376 -2.324 -5.755  0.440
H 3.716 -1.827 -6.218  0.409
H 3.956 -2.938 -4.835  0.398
C 4.740 4.063 -3.477  -1.375
H 3.954 4.631 -2.970  0.393
H 5.203 4.662 -4.271  0.428
H 5.503 3.771 -2.744  0.369
C 3.152 3.142 -5.679  -1.742
H 2.815 2.286 -6.277  0.426
H 3.836 3.760 -6.275  0.520
H 2.275 3.728 -5.379  0.410
Eu -2.237 -0.340 -0.633  1.131
C 1.857 -1.403 -1.992  -0.259
C 2.702 -1.086 -1.007  -0.460
C 3.678 0.055 -0.946  0.335
C 3.224 1.266 -0.130  -0.728
C 2.068 2.022 -0.699  -0.738
C 1.412 1.860 -1.859  -0.357
C 1.722 0.961 -3.007  1.384
C 1.259 -0.528 -3.034  -0.873
C -1.971 1.486 1.020  -1.267
H 1.491 -2.439 -2.024  0.459
H 2.816 -1.805 -0.188  0.308
H 4.001 0.374 -1.941  -0.913
H 4.600 -0.324 -0.469  0.530
H 2.983 0.903 0.883  0.413
H 4.049 1.986 -0.015  0.423
H 1.652 2.761 0.001  0.437
H 0.488 2.455 -1.988  0.370
H 2.827 0.918 -3.176  -2.467
H 1.293 1.430 -3.909  0.714
H 0.155 -0.574 -3.033  0.333
H 1.549 -0.939 -4.024  0.363
H -2.932 1.505 1.572  0.284
H -1.631 2.463 0.619  0.287
H -1.145 0.910 1.529  0.222
O 0.479 -1.541 2.567  -0.589
C -0.511 -2.127 2.161  0.111
C -1.176 -3.393 2.695  -0.304
C -2.210 -3.806 1.663  -0.471
C -2.126 -2.721 0.638  0.612
O -2.800 -2.656 -0.451  -0.792
N -1.250 -1.751 1.010  -0.286
H -0.431 -4.175 2.856  0.278
H -1.658 -3.171 3.652  0.236
H -1.995 -4.766 1.195  0.276
H -3.225 -3.830 2.062  0.253

=====

[2]
Here is C19H35F13Li2O15P2 as an isolated structure in a non-equilibrium geometry from OMol25. Energies are from ωB97M-V/def2-TZVPD.

Properties
DFT total energy: -105315.569 eV
HOMO: -10.73 eV
multiplicity: 1
Kohn-Sham gap: 9.454 eV

Each line ends with the Mulliken charge.
CARTESIAN COORDINATES (ANGSTROEM)
Li 10.776 19.258 11.572  0.983
Li 13.930 21.835 15.554  0.936
P 11.366 19.763 14.420  1.601
F 11.823 20.325 12.955  -0.532
F 10.715 18.508 13.637  -0.588
F 12.792 18.966 14.489  -0.374
F 10.923 19.203 15.820  -0.306
F 12.169 21.028 15.144  -0.257
F 10.054 20.650 14.285  -0.393
P 11.268 21.117 9.498  1.426
F 12.189 21.174 8.198  -0.354
F 10.009 20.500 8.696  -0.355
F 11.805 19.608 9.848  -0.587
F 10.325 21.017 10.854  -0.437
F 12.472 21.703 10.405  -0.365
F 10.746 22.610 9.224  -0.380
C 16.139 17.136 13.733  -1.154
C 15.687 18.546 14.001  0.333
O 16.836 19.254 14.567  -0.267
C 16.637 20.478 14.960  0.711
O 15.601 21.105 14.786  -0.650
O 17.755 20.984 15.443  -0.326
C 17.761 21.936 16.516  -0.646
H 15.271 16.502 13.533  0.135
H 16.565 16.701 14.638  0.366
H 16.793 17.082 12.868  0.355
H 14.888 18.570 14.735  0.005
H 15.419 19.066 13.084  0.314
H 17.389 22.905 16.190  0.275
H 18.807 22.019 16.791  0.236
H 17.200 21.517 17.350  0.333
C 9.362 17.896 18.407  -0.909
C 10.134 18.953 19.198  -0.009
O 9.840 19.021 20.582  -0.376
C 8.618 19.445 20.899  0.698
O 7.712 19.627 20.137  -0.504
O 8.573 19.628 22.212  -0.358
C 7.360 20.112 22.749  -0.630
H 8.718 18.246 17.599  0.078
H 8.729 17.194 18.946  0.464
H 10.138 17.341 17.862  0.277
H 9.906 19.905 18.697  0.096
H 11.208 18.885 19.059  0.392
H 6.486 19.490 22.546  0.293
H 7.172 21.111 22.355  0.299
H 7.470 20.115 23.830  0.220
C 12.790 14.212 13.683  -1.578
C 12.263 15.458 13.023  0.614
O 11.601 15.096 11.816  -0.401
C 11.173 16.086 11.052  0.407
O 11.257 17.253 11.333  -0.272
O 10.652 15.587 9.936  -0.403
C 10.135 16.566 9.059  -0.312
H 12.001 13.578 14.090  0.409
H 13.401 14.543 14.526  0.395
H 13.378 13.578 13.022  0.378
H 13.075 16.143 12.761  0.056
H 11.631 16.017 13.716  -0.044
H 10.909 17.109 8.512  0.324
H 9.442 17.292 9.478  -0.157
H 9.578 16.080 8.253  0.292
C 8.280 16.564 13.669  -0.701
C 7.682 17.950 13.705  0.555
O 6.953 18.201 12.474  -0.446
C 7.579 18.660 11.432  0.593
O 8.739 18.993 11.287  0.091
O 6.673 18.808 10.484  -0.441
C 7.129 19.371 9.253  -0.581
H 8.904 16.400 14.545  0.308
H 8.945 16.491 12.801  -0.214
H 7.504 15.828 13.461  0.429
H 8.363 18.791 13.775  -0.426
H 6.926 18.019 14.487  0.387
H 7.782 18.645 8.764  0.207
H 7.714 20.270 9.445  0.258
H 6.298 19.605 8.598  0.298
C 7.150 22.663 15.876  -0.482
C 7.728 21.259 16.185  0.995
O 6.782 20.752 17.100  -0.322
C 5.637 21.489 17.081  0.575
O 4.617 21.116 17.540  -0.514
O 5.847 22.660 16.456  -0.339
F 8.937 21.383 16.758  -0.311
H 7.029 22.845 14.811  0.296
H 7.758 23.429 16.353  0.268
H 7.740 20.606 15.318  -0.255

=====

[3]
Here is C19H35F2IInNO9PS as an isolated structure in a non-equilibrium geometry from OMol25. Energies are from ωB97M-V/def2-TZVPD.

Properties
DFT total energy: -79015.172 eV
HOMO: -4.87 eV
multiplicity: 1
ΔE to the lowest compared entry with this formula, charge and spin: 406.4 kJ/mol
Kohn-Sham gap: 6.958 eV
total charge: -1

Each line ends with the Mulliken charge.
CARTESIAN COORDINATES (ANGSTROEM)
C 5.459 3.058 -0.600  -0.352
C 4.900 1.858 -0.527  -0.132
C 4.179 0.430 -0.832  -0.614
In 2.795 0.646 -2.658  0.787
C 1.822 2.672 -2.454  -0.583
C 1.652 3.494 -3.821  0.230
O 0.724 3.132 -4.626  -0.557
I 2.963 5.209 -4.235  -0.056
P 1.026 -1.167 -2.497  0.103
S 1.031 -2.338 -4.069  -0.492
N 4.006 0.386 -4.409  -0.179
C 4.874 1.557 -4.696  0.569
O 5.320 1.673 -5.890  -0.540
F 5.243 2.571 -3.747  -0.148
C 4.977 -0.694 -4.040  0.504
O 4.700 -1.926 -4.029  -0.501
F 6.355 -0.313 -3.719  -0.271
H 5.878 4.093 -0.909  0.322
H 5.024 -0.279 -1.166  0.243
H 3.612 0.089 0.107  0.141
H 2.362 3.330 -1.661  0.319
H 0.746 2.515 -2.028  0.218
H 1.164 -2.016 -1.342  0.012
H -0.275 -0.532 -2.397  -0.034
C 0.484 1.980 4.731  -0.779
O 0.581 0.614 4.372  -0.251
C 0.611 0.431 2.956  -0.511
C 1.204 -0.930 2.609  -0.456
O 2.634 -0.941 2.650  -0.352
C 3.216 -0.928 3.955  -0.470
C 3.074 -2.262 4.684  -0.627
O 1.782 -2.367 5.278  -0.244
C 1.455 -3.704 5.609  -0.780
H -0.429 2.423 4.321  0.307
H 0.452 2.045 5.821  0.231
H 1.363 2.527 4.378  0.334
H 1.203 1.222 2.483  0.352
H -0.422 0.485 2.596  0.372
H 0.943 -1.155 1.570  0.372
H 0.786 -1.730 3.222  0.238
H 2.835 -0.095 4.549  0.199
H 4.283 -0.745 3.794  0.415
H 3.816 -2.322 5.490  0.422
H 3.231 -3.083 3.977  0.372
H 1.417 -4.321 4.705  0.330
H 0.465 -3.709 6.070  0.228
H 2.179 -4.115 6.317  0.314
C -6.431 -1.219 1.399  -0.762
O -5.957 -0.413 0.337  -0.257
C -4.731 0.242 0.663  -0.597
C -4.005 0.674 -0.606  -0.478
O -3.280 -0.392 -1.225  -0.342
C -4.072 -1.364 -1.912  -0.464
C -4.645 -0.842 -3.228  -0.571
O -5.823 -0.076 -2.986  -0.252
C -6.159 0.747 -4.087  -0.769
H -6.607 -0.614 2.294  0.313
H -7.372 -1.676 1.087  0.231
H -5.715 -2.018 1.616  0.325
H -4.087 -0.427 1.246  0.372
H -4.979 1.124 1.264  0.409
H -3.247 1.411 -0.324  0.425
H -4.674 1.161 -1.317  0.181
H -4.848 -1.773 -1.262  0.159
H -3.385 -2.182 -2.146  0.424
H -4.924 -1.687 -3.868  0.426
H -3.894 -0.228 -3.735  0.353
H -5.364 1.477 -4.273  0.328
H -7.073 1.292 -3.841  0.228
H -6.335 0.143 -4.981  0.314

=====

[4]
Here is C19H35F7LiO15P as an isolated structure in a non-equilibrium geometry from OMol25. Energies are from ωB97M-V/def2-TZVPD.

Properties
DFT total energy: -79506.801 eV
HOMO: -10.65 eV
multiplicity: 1
Kohn-Sham gap: 10.789 eV

Each line ends with the Mulliken charge.
CARTESIAN COORDINATES (ANGSTROEM)
Li 7.504 -17.863 -1.518  0.727
P 9.721 -18.527 -4.467  1.675
F 8.563 -19.038 -5.529  -0.341
F 8.716 -18.360 -3.204  -0.641
F 10.088 -20.023 -3.950  -0.392
F 11.006 -18.100 -3.504  -0.406
F 10.854 -18.646 -5.580  -0.378
F 9.537 -16.981 -4.927  -0.380
C 5.519 -17.314 -6.758  -1.527
C 6.204 -17.072 -5.424  0.309
O 5.364 -16.279 -4.637  -0.375
C 5.650 -16.094 -3.348  0.510
O 6.614 -16.541 -2.686  -0.230
O 4.742 -15.338 -2.840  -0.469
C 4.704 -14.919 -1.513  -0.388
H 4.600 -17.894 -6.676  0.308
H 6.113 -17.971 -7.393  0.409
H 5.412 -16.344 -7.244  0.351
H 7.174 -16.581 -5.506  0.261
H 6.353 -18.051 -4.969  0.086
H 5.681 -14.832 -1.037  0.117
H 4.065 -15.647 -1.015  -0.010
H 4.156 -13.989 -1.361  0.306
C 8.826 -18.138 3.622  -1.826
C 8.266 -18.444 2.266  0.775
O 6.901 -18.015 2.331  -0.383
C 6.108 -18.088 1.209  0.228
O 6.402 -18.227 0.063  0.984
O 4.826 -18.162 1.666  -0.447
C 3.760 -18.242 0.736  0.205
H 9.906 -18.256 3.708  0.354
H 8.330 -18.869 4.260  0.462
H 8.549 -17.218 4.138  0.375
H 8.342 -19.523 2.133  0.268
H 8.907 -17.942 1.541  -0.111
H 3.833 -19.214 0.247  0.100
H 3.822 -17.315 0.166  -0.325
H 2.778 -18.129 1.194  0.287
C 7.725 -13.710 2.868  -1.458
C 8.335 -14.963 2.146  0.570
O 8.888 -14.550 0.935  -0.384
C 8.985 -15.195 -0.173  0.468
O 8.613 -16.392 -0.330  -0.211
O 9.659 -14.467 -1.091  -0.427
C 10.155 -15.106 -2.229  -0.542
H 7.088 -14.008 3.701  0.394
H 7.159 -13.078 2.184  0.323
H 8.476 -13.038 3.281  0.358
H 7.593 -15.659 1.755  -0.268
H 9.163 -15.359 2.734  0.266
H 11.011 -14.543 -2.599  0.317
H 9.351 -15.058 -2.963  0.257
H 10.467 -16.137 -2.065  0.159
C 6.753 -22.581 1.041  -1.411
C 7.325 -21.606 0.000  0.752
O 8.726 -21.670 -0.082  -0.426
C 9.428 -20.547 -0.545  0.522
O 8.982 -19.403 -0.693  -0.239
O 10.667 -20.987 -0.746  -0.402
C 11.661 -20.118 -1.129  -0.552
H 7.083 -22.105 1.964  0.329
H 7.129 -23.604 1.055  0.338
H 5.668 -22.491 0.981  0.336
H 6.998 -20.583 0.187  -0.386
H 6.828 -21.841 -0.941  0.308
H 11.632 -19.697 -2.134  0.170
H 12.648 -20.578 -1.088  0.305
H 11.841 -19.333 -0.395  0.244
C 3.282 -21.703 -2.103  -0.639
C 2.369 -20.721 -2.864  0.243
O 3.351 -19.779 -3.310  -0.272
C 4.472 -19.965 -2.482  0.224
O 5.560 -19.433 -2.629  -0.349
O 4.237 -20.897 -1.539  -0.142
F 1.502 -20.193 -2.014  -0.278
H 3.719 -22.391 -2.827  0.381
H 2.802 -22.261 -1.299  0.307
H 1.818 -21.197 -3.674  0.347

=====

Q: Which of these has the highest DFT total energy?
A: C19H35EuNO2P2

=====

Q: DFT total energy of number 3 (C19H35F2IInNO9PS)?
A: -79015.172 eV

=====

Q: Look up the multiplicity of the fourth one.
A: 1